Entry from OMol25: an isolated molecule of C24H28N2O5 (the ωB97M-V functional and the def2-TZVPD basis).

The value obtained for the highest occupied orbital energy is -8.478 eV. Its relative energy (zero: lowest compared OMol25 entry of this formula, charge and spin) is 41.5 kcal per mole. The value obtained for the LUMO energy is 0.0102 hartree.

Each line ends with the Löwdin charge.
Geometry (Å):
1 H -4.470 -2.119 1.268  0.13
2 H 4.613 -1.238 0.123  0.09
3 H 6.069 3.472 0.347  0.11
4 H -3.111 2.424 -3.034  0.11
5 H -3.013 3.487 1.127  0.12
6 H -2.243 1.387 -1.894  0.12
7 C 0.080 0.316 1.969  -0.04
8 C -3.036 2.670 0.404  -0.17
9 C 7.310 -0.898 -0.422  -0.40
10 H 7.709 1.695 -0.217  0.12
11 H -5.185 2.504 0.478  0.13
12 H -3.806 3.912 -1.179  0.11
13 C -4.485 -1.026 1.309  -0.07
14 C -1.602 -1.657 0.881  -0.17
15 N 2.688 0.495 0.751  0.13
16 C -4.517 -0.531 -0.142  -0.42
17 C 2.027 -0.701 0.686  -0.41
18 H -5.399 -0.702 1.819  0.14
19 C 5.760 2.439 0.296  -0.07
20 H -2.047 3.753 -1.182  0.11
21 C -4.383 1.276 -1.735  -0.14
22 O 2.538 -1.741 0.319  0.08
23 H 6.477 -2.629 0.522  0.09
24 C -2.130 -0.652 1.719  -0.18
25 C 4.029 0.774 0.483  -0.20
26 O -3.431 -0.520 2.107  -0.04
27 H -1.826 -3.654 -2.675  0.08
28 C -0.250 -1.604 0.570  0.06
29 H 0.709 1.050 2.452  0.11
30 H 2.133 1.304 0.995  0.13
31 C 6.870 -2.339 -0.450  -0.01
32 C 6.677 1.454 -0.018  -0.02
33 C -4.312 1.851 0.612  -0.14
34 H -2.169 2.030 0.582  0.10
35 H -2.817 -4.317 -0.519  0.13
36 H 3.725 2.877 0.792  0.11
37 C -3.100 2.055 -2.008  -0.17
38 C -2.981 3.212 -1.021  -0.20
39 C -1.267 0.292 2.270  -0.01
40 H -5.253 1.926 -1.886  0.13
41 H -1.081 -4.016 -0.288  0.12
42 H 6.087 -2.477 -1.192  0.09
43 C 0.595 -0.624 1.085  -0.13
44 O -4.680 -1.329 -1.048  0.05
45 H -1.217 -2.147 -1.977  0.07
46 O -2.438 -2.645 0.476  -0.06
47 H 7.720 -2.969 -0.701  0.08
48 H -4.469 0.411 -2.395  0.12
49 C 4.952 -0.218 0.169  0.05
50 H -4.334 1.443 1.619  0.12
51 C 4.442 2.106 0.546  -0.02
52 H -2.962 -2.419 -2.105  0.06
53 C -2.003 -2.897 -1.917  -0.05
54 C -2.040 -3.549 -0.541  -0.22
55 H -1.691 1.013 2.953  0.13
56 C 6.278 0.119 -0.082  -0.15
57 O 8.453 -0.576 -0.664  0.08
58 N -4.391 0.790 -0.368  -0.04
59 H 0.201 -2.345 -0.069  0.12



Entry from OMol25: a cluster of 2 separate species, C3H10NO3 in total in a non-equilibrium geometry (the ωB97M-V functional and the def2-TZVPD basis).

The value obtained for the highest occupied orbital energy (alpha / beta) is -10.060 / -9.899 eV. Its relative energy (zero: lowest compared OMol25 entry of this formula, charge and spin) is 15.4 kcal per mole. As for the expectation value of S²: 0.75. The value obtained for the LUMO energy (alpha / beta) is 0.0245 / -0.0563 hartree. Its spin multiplicity is 2.

Each line ends with the Löwdin charge.
Geometry (Å):
1 H -0.462 -1.337 -1.982  0.15
2 N 1.297 0.174 0.853  0.05
3 C 0.270 -0.195 -0.108  -0.36
4 H -0.183 2.004 0.128  0.16
5 H 1.970 0.875 0.614  0.09
6 H 1.706 -0.685 1.207  0.10
7 H 0.034 1.497 -1.602  0.09
8 H 0.131 -2.687 -0.450  0.08
9 H 1.238 -0.679 -2.054  0.13
10 O -1.678 1.209 -0.609  0.01
11 O -0.962 1.119 2.451  -0.07
12 H -0.206 0.631 2.088  -0.02
13 C 0.456 -1.036 -1.352  -0.19
14 O 0.902 -2.434 -0.998  -0.12
15 H -1.718 0.791 1.950  0.02
16 C -0.320 1.210 -0.664  -0.25
17 H -0.613 -0.653 0.351  0.13



Entry from OMol25: a cluster of 2 separate species, C4H9ClN in total in a non-equilibrium geometry (the ωB97M-V functional and the def2-TZVPD basis).

The value obtained for the highest occupied orbital energy is -14.051 eV. Its relative energy (zero: lowest compared OMol25 entry of this formula, charge and spin) is 75.4 kcal per mole. The value obtained for the LUMO energy is -0.1356 hartree. Its net charge is +1.

Each line ends with the Löwdin charge.
Geometry (Å):
1 H -1.871 -0.022 -1.055  0.14
2 H 0.737 0.988 0.245  0.13
3 H -1.438 2.185 1.181  0.14
4 N -0.226 0.525 0.245  -0.17
5 H -0.975 1.678 -1.425  0.12
6 H -0.675 -1.608 0.689  0.14
7 C 0.159 -0.806 0.765  0.03
8 H -2.093 0.591 1.057  0.12
9 Cl 2.190 0.199 -1.284  0.63
10 H 2.635 -1.533 0.139  0.02
11 H 1.690 -2.187 -1.324  0.08
12 C -1.239 0.836 -0.841  0.03
13 C -1.444 1.295 0.568  -0.03
14 C 1.850 -1.342 -0.579  -0.42
15 H 0.699 -0.798 1.620  0.05



Entry from OMol25: a structure of composition C2HO5S in a non-equilibrium geometry (the ωB97M-V functional and the def2-TZVPD basis).

The value obtained for the highest occupied orbital energy (alpha / beta) is -1.810 / -4.912 eV. Its relative energy (zero: lowest compared OMol25 entry of this formula, charge and spin) is 83.8 kcal per mole. As for the expectation value of S²: 2.01. The value obtained for the LUMO energy (alpha / beta) is 0.1488 / 0.0885 hartree. Its net charge is -1. Its spin multiplicity is 3.

Each line ends with the Löwdin charge.
Geometry (Å):
1 H 1.015 -0.214 -0.069  0.19
2 O -3.417 -0.497 -1.144  -0.46
3 C -0.157 0.084 -0.112  -0.45
4 O -3.681 -0.200 1.203  -0.45
5 O -1.032 -0.798 0.249  -0.20
6 O -0.701 0.970 -1.248  -0.09
7 S -2.871 0.151 0.074  0.82
8 O -0.337 1.300 0.737  -0.08
9 C -0.946 1.872 -0.313  -0.28



Entry from OMol25: an isolated molecule of C9H6ClNO3 in a non-equilibrium geometry (the ωB97M-V functional and the def2-TZVPD basis).

The value obtained for the highest occupied orbital energy is -9.513 eV. Its relative energy (zero: lowest compared OMol25 entry of this formula, charge and spin) is 31.2 kcal per mole. The value obtained for the LUMO energy is -0.0390 hartree.

Each line ends with the Löwdin charge.
Geometry (Å):
1 H -3.189 -2.002 -0.966  0.13
2 Cl 3.534 -2.246 -0.257  0.82
3 C -2.541 0.969 0.561  -0.03
4 O 1.336 2.499 0.279  0.05
5 C 0.997 -0.422 0.260  -0.02
6 C -2.544 -1.258 -0.404  -0.13
7 C 2.075 0.342 0.117  -0.03
8 C -1.145 0.913 0.657  -0.02
9 O 4.595 0.071 -0.485  0.07
10 H -4.347 -0.252 0.103  0.12
11 O 3.135 2.050 -0.994  0.08
12 H 1.304 -1.445 0.378  0.06
13 C 3.653 -0.593 -0.308  -0.77
14 C -0.448 -0.231 0.188  -0.19
15 C -3.232 -0.167 -0.004  -0.08
16 C -1.177 -1.290 -0.356  -0.05
17 H -0.649 1.691 1.254  0.11
18 N 2.205 1.727 -0.226  -0.32
19 H -0.725 -2.137 -0.921  0.13
20 H -2.836 1.782 1.125  0.08



Entry from OMol25: a cluster of 2 separate species, C6H10N2O in total in a non-equilibrium geometry (the ωB97M-V functional and the def2-TZVPD basis).

The value obtained for the highest occupied orbital energy (alpha / beta) is -7.529 / -7.020 eV. Its relative energy (zero: lowest compared OMol25 entry of this formula, charge and spin) is 115.5 kcal per mole. The value obtained for the LUMO energy (alpha / beta) is 0.0139 / 0.0257 hartree.

Each line ends with the Löwdin charge.
Geometry (Å):
1 H -1.680 0.858 1.433  0.06
2 C -0.519 -2.092 -0.292  -0.08
3 H -0.738 1.212 -0.846  0.13
4 H -0.487 -4.115 -1.364  0.12
5 N -0.417 -0.847 -0.861  -0.10
6 C -0.764 0.415 1.177  -0.10
7 H 2.307 0.321 1.545  0.05
8 C 2.135 1.129 -0.175  -0.06
9 H 2.444 0.345 -0.789  0.04
10 C -0.138 -1.012 -2.248  -0.13
11 H 0.119 0.869 1.686  0.08
12 H -0.955 -0.599 1.701  0.10
13 C -0.516 -2.962 -1.373  -0.17
14 O 2.164 1.169 1.217  -0.09
15 C -0.478 0.348 -0.198  -0.18
16 H 1.990 2.221 -0.512  0.10
17 N -0.144 -2.309 -2.523  0.03
18 H 0.357 -0.294 -2.825  0.10
19 H -0.795 -2.388 0.677  0.09



Entry from OMol25: a structure of composition CCl4OS in a non-equilibrium geometry (the ωB97M-V functional and the def2-TZVPD basis).

The value obtained for the highest occupied orbital energy (alpha / beta) is -10.935 / -9.265 eV. Its relative energy (zero: lowest compared OMol25 entry of this formula, charge and spin) is 81.0 kcal per mole. The value obtained for the LUMO energy (alpha / beta) is -0.0787 / -0.1291 hartree.

Each line ends with the Löwdin charge.
Geometry (Å):
1 C 0.187 -0.553 0.476  -1.39
2 S -1.503 0.277 0.356  0.55
3 Cl -1.056 1.654 1.885  0.22
4 Cl 4.049 0.702 0.286  -0.11
5 Cl 1.610 -0.227 -0.324  0.61
6 Cl 0.171 -1.719 1.706  0.64
7 O -1.540 1.028 -0.857  -0.51



Entry from OMol25: a structure of composition C19H12AlCl2F2N2O4 in a non-equilibrium geometry (the ωB97M-V functional and the def2-TZVPD basis).

The value obtained for the highest occupied orbital energy is -11.864 eV. Its relative energy (zero: lowest compared OMol25 entry of this formula, charge and spin) is 8.5 kcal per mole. The value obtained for the LUMO energy is -0.1423 hartree. Its net charge is +1.

Each line ends with the Löwdin charge.
Geometry (Å):
1 H 5.183 -0.238 -4.813  0.13
2 C 0.292 0.515 2.797  0.00
3 N -0.822 -1.620 -0.457  0.07
4 F -1.848 -2.917 3.495  0.09
5 H 6.886 0.194 -0.929  0.13
6 C -1.899 -3.320 -1.725  -0.02
7 H 2.881 -0.206 -3.819  0.13
8 C -1.836 3.141 -1.369  -0.84
9 H -2.363 -3.776 1.589  0.12
10 H -1.791 4.009 -0.724  0.05
11 O 2.096 0.532 -0.031  0.08
12 O 8.417 0.029 -2.736  0.10
13 H -1.004 -1.351 5.326  0.14
14 C -1.259 -2.159 0.708  -0.14
15 C -2.348 -3.898 -0.542  0.00
16 H 4.588 0.266 0.077  0.13
17 O 1.222 -0.278 -1.829  0.05
18 H -2.948 -4.798 -0.569  0.13
19 C -1.131 -2.186 -1.635  -0.06
20 C 4.730 0.156 -0.989  0.03
21 Cl -0.583 2.003 -0.730  0.87
22 C -2.024 -3.323 0.674  0.04
23 C -0.763 -1.042 4.318  0.09
24 C 5.997 0.114 -1.537  0.03
25 F 0.351 0.848 5.118  0.10
26 Cl -3.436 2.431 -1.317  0.61
27 C -0.867 -1.422 1.923  -0.10
28 C 5.026 -0.135 -3.750  0.03
29 C 3.615 0.042 -1.820  -0.12
30 Al 0.271 -0.018 -0.195  0.05
31 C 6.121 -0.025 -2.910  -0.11
32 C 3.760 -0.110 -3.197  0.02
33 H 0.882 1.413 2.657  0.12
34 C -1.161 -1.795 3.234  -0.20
35 C -0.124 -0.245 1.718  -0.11
36 H -2.134 -3.745 -2.690  0.12
37 O 7.552 -0.159 -4.707  0.10
38 C -0.039 0.110 4.080  -0.26
39 H -0.719 -1.697 -2.508  0.13
40 N 7.478 -0.056 -3.499  -0.34
41 C 2.282 0.105 -1.216  -0.45
42 H -1.560 3.364 -2.392  0.05